No. 1
This record from the OMol25 dataset describes 2 unconnected molecules or ions with the total composition C3H9NO3 in a non-equilibrium geometry. The level of theory is ωB97M-V/def2-TZVPD.

As for the calculated total energy: -399.84317 hartree. For the LUMO energy (spin up / spin down), the calculation gives -3.5 / -8.8 eV. As for the molar mass: 107.11 u. The value obtained for the HOMO-LUMO gap (spin up / spin down) is 10.013 / 4.779 eV. Its spin multiplicity is 2. Its energy above the lowest of the compared OMol25 structures with the same formula, charge and spin is 0.5162 eV. The expectation value of S² is 0.7576. The total charge is +1.

Geometry (Å):
C (0.2053, 0.7922, -1.8951)
C (1.2532, 0.2062, -2.8214)
O (1.0520, -1.2118, -2.8025)
C (0.2692, 0.0573, -0.5774)
N (-0.5600, 0.3877, 0.3892)
O (1.0503, -0.9055, -0.4989)
H (-0.7864, 0.5240, -2.2739)
H (0.2017, 1.8708, -1.9294)
H (1.1179, 0.6174, -3.8294)
H (2.2996, 0.3566, -2.5283)
H (1.7575, -1.6045, -2.2607)
H (-0.6549, -0.2207, 1.1859)
H (-1.0450, 1.2683, 0.4517)
H (-1.9162, -0.8899, 7.2050)
H (-2.0538, -0.9196, 5.7185)
O (-2.1905, -0.3284, 6.4668)

Results of the Mulliken charge analysis, in e, for atoms 1 through 4: -0.5399 -0.3957 -0.3468 0.6642

=====

No. 2
This record from the OMol25 dataset describes 5 unconnected molecules or ions with the total composition C35H71FIN6O2P in a non-equilibrium geometry. The level of theory is ωB97M-V/def2-TZVPD.

As for the calculated total energy: -2593.95127 hartree. For the LUMO energy, the calculation gives -1.3 eV. As for the molar mass: 784.87 u. The value obtained for the HOMO-LUMO gap is 6.531 eV. As for the SMILES: N=[PH2]c1cc(CCCI)c2c(c1)C(=O)N(F)C2=O.CCN(CC)CC.CCN(CC)CC.CCN(CC)CC.CCN(CC)CC. Its spin multiplicity is 1. Its energy above the lowest of the compared OMol25 structures with the same formula, charge and spin is 0.0000 eV.

Geometry (Å):
N (-3.4505, -1.7005, 0.3499)
P (-4.8577, -2.1815, 0.8496)
C (-5.7139, -3.4569, -0.1230)
C (-5.0028, -4.1697, -1.0898)
C (-5.5889, -5.1816, -1.8541)
C (-4.7621, -5.9602, -2.8471)
C (-4.4837, -7.3765, -2.3369)
C (-3.8187, -7.3849, -0.9735)
I (-1.7236, -6.9753, -1.0588)
C (-6.9345, -5.4665, -1.6196)
C (-7.6388, -4.7539, -0.6638)
C (-7.0579, -3.7573, 0.0934)
C (-9.0322, -5.2666, -0.6294)
O (-10.0098, -4.7935, -0.1680)
N (-9.0545, -6.4879, -1.4297)
F (-8.8827, -7.5965, -0.5788)
C (-7.8344, -6.4693, -2.2390)
O (-7.6926, -7.1165, -3.2159)
H (-3.1742, -2.1768, -0.4997)
H (-4.7893, -2.6940, 2.1602)
H (-5.8031, -1.1406, 0.9342)
H (-3.9562, -3.9658, -1.2625)
H (-5.3363, -6.0329, -3.7671)
H (-3.8425, -5.4296, -3.0718)
H (-3.8212, -7.8655, -3.0465)
H (-5.3974, -7.9589, -2.2844)
H (-4.2586, -6.6775, -0.2813)
H (-3.9087, -8.3676, -0.5295)
H (-7.6371, -3.2379, 0.8441)
C (2.9953, 2.4201, -0.8525)
C (1.5140, 2.0760, -0.8763)
N (1.2575, 0.6688, -1.1097)
C (-0.1339, 0.3789, -1.4138)
C (-1.1853, 0.6428, -0.3302)
C (1.9088, -0.2482, -0.1918)
C (1.6179, -0.0965, 1.3078)
H (3.4892, 2.0812, -1.7653)
H (3.1191, 3.5024, -0.7796)
H (3.5073, 1.9785, 0.0033)
H (1.0465, 2.6389, -1.6891)
H (1.0539, 2.4407, 0.0562)
H (-0.2048, -0.6665, -1.7290)
H (-0.4005, 0.9648, -2.3003)
H (-1.1573, -0.1051, 0.4579)
H (-2.1834, 0.5922, -0.7658)
H (-1.0726, 1.6309, 0.1198)
H (2.9890, -0.1615, -0.3379)
H (1.6681, -1.2678, -0.5028)
H (1.6538, 0.9453, 1.6294)
H (2.3697, -0.6414, 1.8831)
H (0.6464, -0.5054, 1.5806)
C (4.8118, 3.5057, -5.1900)
C (6.0190, 4.4314, -5.1492)
N (5.7833, 5.6424, -4.3866)
C (6.8087, 6.6532, -4.5727)
C (8.2326, 6.3385, -4.0969)
C (5.3278, 5.4427, -3.0234)
C (6.2091, 4.6153, -2.0779)
H (3.9301, 4.0336, -5.5554)
H (5.0115, 2.6700, -5.8617)
H (4.5818, 3.0857, -4.2099)
H (6.2574, 4.7262, -6.1746)
H (6.8875, 3.8619, -4.7810)
H (6.4711, 7.5773, -4.0954)
H (6.8503, 6.8799, -5.6429)
H (8.3197, 6.3824, -3.0120)
H (8.9251, 7.0798, -4.5011)
H (8.5717, 5.3580, -4.4316)
H (4.3421, 4.9702, -3.0636)
H (5.1440, 6.4238, -2.5763)
H (6.5861, 3.7055, -2.5467)
H (5.6201, 4.3139, -1.2088)
H (7.0595, 5.1856, -1.7061)
C (1.3888, 6.5677, 3.1281)
C (2.7840, 6.9960, 2.6986)
N (3.2377, 6.3331, 1.4914)
C (4.6551, 6.5079, 1.2309)
C (5.1711, 7.9222, 0.9365)
C (2.3630, 6.4566, 0.3384)
C (2.0230, 7.8660, -0.1653)
H (1.3300, 5.4833, 3.2303)
H (1.1476, 7.0146, 4.0934)
H (0.6236, 6.8905, 2.4212)
H (3.4811, 6.7382, 3.5003)
H (2.8049, 8.0944, 2.6117)
H (4.9343, 5.8503, 0.4033)
H (5.2000, 6.1235, 2.0992)
H (4.8954, 8.2579, -0.0626)
H (6.2623, 7.9297, 0.9831)
H (4.8082, 8.6530, 1.6595)
H (1.4254, 5.9447, 0.5709)
H (2.7980, 5.8784, -0.4814)
H (1.7687, 8.5436, 0.6509)
H (1.1583, 7.8176, -0.8303)
H (2.8393, 8.3078, -0.7347)
C (-2.9735, -4.6458, 2.4357)
C (-2.8999, -6.0551, 3.0067)
N (-2.1179, -6.1433, 4.2227)
C (-1.8024, -7.5078, 4.6066)
C (-2.9591, -8.4397, 4.9894)
C (-2.5267, -5.2564, 5.2973)
C (-3.9678, -5.3658, 5.8151)
H (-1.9765, -4.2326, 2.2835)
H (-3.4803, -4.6664, 1.4672)
H (-3.5333, -3.9682, 3.0831)
H (-2.4269, -6.6938, 2.2573)
H (-3.9273, -6.4365, 3.1360)
H (-1.0844, -7.4756, 5.4304)
H (-1.2616, -7.9627, 3.7706)
H (-3.3632, -8.2067, 5.9736)
H (-2.5998, -9.4700, 5.0297)
H (-3.7731, -8.4059, 4.2647)
H (-2.3635, -4.2278, 4.9651)
H (-1.8338, -5.3908, 6.1311)
H (-4.6923, -5.4337, 5.0021)
H (-4.2151, -4.4768, 6.3988)
H (-4.1065, -6.2257, 6.4683)

Results of the Mulliken charge analysis, in e, for atoms 1 through 4: -0.4422 0.2970 1.2200 -0.1009